C33H39O14P | ωB97M-V with the def2-TZVPD basis set

XYZ file:
```
87
Properties=species:S:1:pos:R:3:forces:R:3:lowdin_charge:R:1
C 23.382286 2.763811 25.086714 0.429 1.860 2.228 -0.12
O 24.115407 2.838863 23.898359 -1.059 -0.121 -1.972 -0.20
P 23.410139 3.234372 22.508496 -1.025 -1.115 -1.520 0.41
O 21.989101 2.891661 22.187087 1.844 0.929 1.412 -0.25
O 23.874575 4.751289 22.176748 -1.034 -0.418 -0.189 -0.23
C 23.571787 5.311915 20.873572 0.815 1.482 -0.822 -0.10
O 24.332469 2.347183 21.593920 1.201 0.336 -1.338 -0.22
C 25.738577 2.684816 21.410934 -0.531 0.082 0.462 -0.07
H 23.615337 3.754059 25.478117 -0.631 0.053 0.965 0.09
H 23.835646 2.067557 25.792250 0.034 -0.322 -0.472 0.09
H 22.298461 2.648518 25.097680 0.099 -0.289 -0.889 0.09
H 23.320893 4.704095 20.004262 0.088 -1.032 0.725 0.10
H 24.441044 5.896010 20.571342 0.619 -0.491 0.151 0.08
H 22.862879 6.136365 20.797136 -0.816 -0.378 1.268 0.08
H 25.931474 3.723806 21.678104 -0.074 -0.044 0.257 0.08
H 26.022425 2.614066 20.360922 -0.224 -0.547 0.088 0.09
H 26.294739 2.023680 22.075537 0.237 0.053 -0.334 0.09
O 11.685052 8.085638 21.900695 -0.750 0.382 -0.111 0.04
C 12.326365 6.893443 21.997555 0.864 -0.318 -0.145 -0.33
C 13.596186 7.002766 22.600470 -0.636 -3.825 0.739 0.01
C 14.253092 5.749485 22.844025 -0.506 -0.041 -1.608 0.02
C 13.797976 4.495868 22.258864 0.234 2.461 1.487 -0.31
O 14.455099 3.296215 22.426890 -0.239 0.932 -0.519 0.04
C 12.589476 4.486181 21.583040 -0.189 1.552 0.227 -0.05
C 11.843863 5.666513 21.492901 0.573 0.587 0.254 -0.02
H 10.740122 7.964762 21.781886 -0.101 -0.074 -0.143 0.10
H 13.905576 7.868692 23.166906 0.042 0.237 -0.461 0.11
H 15.193443 5.809540 23.371794 0.069 -0.414 0.130 0.10
H 13.976243 2.881972 21.705301 0.624 -1.553 0.058 0.08
H 12.157853 3.626040 21.092893 0.188 -0.408 0.181 0.11
H 10.879175 5.559496 21.019255 -0.157 0.488 -0.083 0.11
O 17.881226 -2.201143 27.717772 -0.139 -2.937 0.523 0.05
C 18.099573 -0.908102 27.856977 -0.398 1.153 -2.006 -0.37
C 18.351540 -0.257445 29.041914 0.441 -1.524 -0.557 -0.05
C 18.516219 1.074663 29.026554 -0.068 2.195 1.468 -0.06
C 18.378849 1.839506 27.900952 0.673 -1.435 -2.520 -0.32
O 18.448830 3.194577 27.917610 -0.053 0.653 1.205 0.04
C 18.245612 1.131778 26.658702 -1.314 0.072 0.695 0.01
C 17.972616 -0.265270 26.590327 1.028 2.395 2.841 0.03
H 18.302357 -2.697420 28.423442 -0.134 -0.147 0.173 0.11
H 18.590339 -0.680688 30.006404 -0.420 -0.907 -0.180 0.12
H 18.683186 1.421575 30.035602 0.151 1.100 -0.203 0.12
H 18.733114 3.654088 27.124124 -0.027 -0.613 -0.349 0.10
H 18.160495 1.844541 25.851786 -0.018 -0.456 -0.740 0.10
H 17.665603 -0.908285 25.778737 0.294 0.485 -0.373 0.11
O 22.125774 15.006563 27.888185 -0.115 -1.136 -0.746 0.02
C 23.130466 15.895043 27.611920 0.197 -0.016 0.363 -0.33
C 23.176724 17.110628 28.271863 1.562 1.236 -1.341 -0.01
C 24.103057 18.092782 27.794077 0.096 -0.470 0.977 -0.02
C 25.080880 17.792531 26.879544 -2.482 -3.611 -0.234 -0.38
O 25.812109 18.726050 26.317835 1.660 1.510 -0.332 0.08
C 25.143981 16.441276 26.384927 -0.658 1.086 0.909 -0.01
C 24.131755 15.517335 26.663922 0.440 1.275 0.961 0.01
H 21.745165 15.016015 28.769466 0.373 0.574 0.089 0.10
H 22.548331 17.388999 29.104949 -0.347 -0.232 -0.140 0.11
H 24.215662 19.083915 28.208048 -0.610 0.147 0.291 0.11
H 26.453084 18.269195 25.768262 0.275 0.311 -0.276 0.11
H 26.072148 16.241085 25.870314 -0.188 -0.652 -0.608 0.10
H 24.186300 14.517751 26.258641 -0.217 -0.045 0.080 0.11
O 19.615498 6.549929 24.508792 0.037 0.097 0.385 0.04
C 19.688797 7.923399 24.478608 0.014 -0.783 1.149 -0.33
C 19.445699 8.632063 23.345717 0.144 -0.386 -0.784 -0.05
C 19.552725 10.008322 23.278072 0.345 -0.008 0.637 0.01
C 19.958411 10.668428 24.450078 -0.880 0.097 -0.988 -0.32
O 20.000892 12.027510 24.514362 0.190 0.202 -0.390 0.05
C 20.180928 9.939945 25.602603 0.033 1.261 -0.042 -0.05
C 20.003394 8.607229 25.644736 0.352 -1.484 0.366 -0.02
H 19.500296 6.206280 23.619844 -0.030 0.001 -0.131 0.10
H 19.233366 8.020460 22.481282 -0.249 0.288 -0.450 0.12
H 19.322911 10.429234 22.310387 0.130 0.706 0.270 0.12
H 20.223089 12.239240 25.423983 0.056 0.376 0.052 0.09
H 20.476540 10.447632 26.508842 0.009 0.211 0.119 0.12
H 20.198439 8.154377 26.605610 -0.113 -0.627 -0.171 0.12
O 23.151412 8.588646 29.774958 -1.212 1.308 0.232 0.06
C 24.312616 8.041782 29.425662 2.335 -2.598 -0.895 -0.35
C 25.019460 7.092344 30.200974 -1.033 0.492 -0.139 -0.03
C 26.097706 6.356630 29.720392 0.447 1.305 -1.268 -0.03
C 26.644156 6.661592 28.441397 -0.585 1.135 0.556 -0.28
O 27.839030 6.081575 28.046271 -0.904 0.444 -0.280 0.03
C 26.018438 7.706948 27.681707 0.033 -1.305 0.951 0.00
C 24.838876 8.279314 28.150807 -0.097 0.560 0.655 -0.03
H 22.612068 8.074364 30.380122 0.382 -0.252 0.106 0.11
H 24.641280 6.954217 31.203118 0.113 -0.360 0.248 0.11
H 26.646574 5.694311 30.373448 -0.111 -0.225 0.083 0.11
H 28.040162 5.385408 28.675950 0.108 -0.089 0.040 0.09
H 26.340178 8.080890 26.720949 0.497 -0.443 -0.037 0.11
H 24.329408 9.026409 27.560294 0.001 0.020 -0.272 0.11
```
Forces are in eV/Å.

Spin multiplicity: 1

=====

C33H40BeN4P2S | ωB97M-V with the def2-TZVPD basis set

XYZ file:
```
81
Properties=species:S:1:pos:R:3:forces:R:3:lowdin_charge:R:1
Be 0.295418 -1.616236 -2.334600 0.431 -0.914 2.709 0.25
C -2.319075 3.417249 -0.781711 -0.360 -0.092 -0.312 -0.12
C -2.996670 3.035571 -1.873809 -0.423 1.135 0.600 -0.10
C -2.347615 2.382507 -3.041985 0.139 -0.654 -0.072 -0.17
C -1.577726 1.125572 -2.530972 -0.855 -0.336 -0.005 -0.21
C -0.153720 1.084587 -2.914305 0.814 0.410 0.018 -0.16
C 0.632309 2.152573 -2.635862 -0.323 -1.782 -0.030 -0.07
C 0.148405 3.360408 -1.853222 0.140 1.029 0.244 -0.16
C -0.828622 3.280183 -0.624921 0.859 -0.166 -0.103 -0.19
C 1.935543 -2.089079 -2.369699 -0.193 0.235 -1.095 -0.24
H -2.835642 3.850446 0.100917 0.222 -0.210 -0.849 0.11
H -4.055642 3.273828 -1.969489 0.093 -0.175 0.278 0.10
H -1.676849 3.082822 -3.547463 -0.087 -0.230 -0.003 0.09
H -3.080169 2.076006 -3.802612 0.138 0.137 0.308 0.11
H -1.549031 1.097764 -1.432769 -0.513 0.078 -0.481 0.07
H -2.142252 0.233058 -2.850459 0.364 0.167 0.128 0.11
H 0.193579 0.134506 -3.398702 0.323 1.018 -0.108 0.06
H 1.680855 2.103474 -2.955270 -0.350 0.259 0.293 0.11
H -0.292613 4.081598 -2.550901 0.380 0.151 0.000 0.11
H 1.046504 3.831789 -1.413258 -0.276 -0.124 -0.491 0.11
H -0.559230 2.362716 -0.112832 -0.029 -0.033 0.072 0.07
H -0.526517 4.063278 0.089829 0.073 -0.102 -0.398 0.12
H 2.421178 -1.871534 -1.408673 -0.274 0.350 -0.225 0.00
H 2.403014 -1.545190 -3.190181 0.773 -0.187 -0.001 -0.05
H 2.079988 -3.172193 -2.497756 -0.168 0.255 -0.254 0.00
P 1.594176 -0.973383 -6.707227 2.260 -1.051 -2.271 1.09
P -1.744543 -0.642044 -6.661598 -2.098 1.269 -2.206 1.11
N 2.900243 0.148210 -7.005718 0.930 0.618 -0.004 -0.28
N 2.413421 -2.350418 -7.651794 -0.305 -0.230 0.108 -0.23
N -1.666570 1.145697 -7.028097 -0.164 -0.049 -0.119 -0.26
N -3.435547 -1.157525 -7.352763 0.386 -0.180 0.419 -0.23
C 0.574387 -0.417001 -8.141383 -0.508 0.054 -0.272 -0.43
C -0.832438 -1.031354 -8.200998 0.284 -0.298 0.009 -0.41
C 4.050126 0.240905 -6.196790 0.219 0.684 -1.044 -0.14
C 5.043346 0.941340 -6.887341 -1.139 -0.676 0.435 -0.09
C 4.504314 1.277793 -8.177550 -0.799 -0.586 0.512 -0.08
C 3.211042 0.770309 -8.222918 1.054 0.421 0.281 -0.17
C 2.458973 -3.684507 -7.252344 -0.015 -0.246 -0.869 -0.16
C 2.790501 -4.495828 -8.341447 -0.381 0.975 0.880 -0.11
C 2.973821 -3.632373 -9.464601 -0.226 0.988 1.023 -0.09
C 2.784363 -2.326507 -9.000272 -0.259 -1.054 -0.247 -0.16
C -0.939995 2.056285 -6.256663 -0.669 0.306 -0.169 -0.18
C -1.108867 3.339256 -6.756703 -0.078 -0.830 0.028 -0.09
C -1.936339 3.229975 -7.923959 0.213 -1.213 0.283 -0.08
C -2.196303 1.873649 -8.105543 0.010 0.784 0.573 -0.15
C -4.287171 -0.623268 -8.319511 -0.716 -0.506 -0.267 -0.16
C -5.338629 -1.504245 -8.593148 1.197 0.146 0.805 -0.09
C -5.130709 -2.653375 -7.757141 0.991 0.598 0.171 -0.10
C -3.960492 -2.422391 -7.032641 -0.527 0.461 -0.364 -0.18
H 1.069807 -0.687232 -9.079076 -0.011 0.144 0.356 0.06
H 0.510262 0.677985 -8.089657 -0.091 -0.226 0.018 0.07
H -1.385616 -0.593336 -9.044144 0.117 -0.178 0.238 0.08
H -0.799588 -2.119463 -8.357643 0.047 0.191 0.097 0.09
H 4.040716 -0.202752 -5.212713 0.074 0.050 -0.030 0.09
H 6.037745 1.178052 -6.507984 -0.448 -0.113 -0.127 0.09
H 5.024683 1.815101 -8.972453 -0.352 -0.231 0.320 0.10
H 2.513459 0.802128 -9.044124 0.076 0.102 0.198 0.09
H 2.268842 -3.939541 -6.221444 -0.086 -0.057 -0.047 0.09
H 2.876642 -5.574770 -8.320658 0.019 0.203 0.031 0.09
H 3.183174 -3.942057 -10.483596 0.159 0.242 0.278 0.09
H 2.905147 -1.401746 -9.544996 -0.062 -0.148 0.120 0.09
H -0.363940 1.697422 -5.419376 -0.093 0.122 0.145 0.08
H -0.690330 4.249629 -6.331146 -0.088 -0.369 -0.161 0.10
H -2.326609 4.040837 -8.535245 0.279 -0.326 0.085 0.10
H -2.728832 1.404331 -8.916608 0.124 0.064 0.238 0.08
H -4.149494 0.352574 -8.751704 0.008 -0.176 0.204 0.07
H -6.151627 -1.353983 -9.306726 0.423 0.064 0.373 0.10
H -5.759884 -3.539824 -7.706004 0.317 0.277 0.047 0.09
H -3.454793 -3.044374 -6.308823 -0.087 0.020 0.001 0.09
S -0.632823 -2.373121 -0.652265 -0.270 -1.149 -1.630 0.70
C -0.631704 -1.205050 0.599561 -1.018 1.436 1.792 -0.69
C 0.201362 -1.232717 1.743475 0.078 0.352 -0.931 -0.10
C 0.315679 -0.090196 2.544535 -0.137 0.268 -0.072 -0.09
C -0.413445 1.071052 2.242560 -0.563 -0.618 -0.071 -0.09
C -1.430218 0.978124 1.274680 -0.053 0.060 0.366 -0.12
C -1.618115 -0.190478 0.546923 0.994 0.033 -0.344 -0.14
H 0.819366 -2.111759 1.913552 0.012 0.239 -0.003 0.10
H 1.011818 -0.085930 3.387059 -0.196 -0.049 -0.297 0.10
H -0.281675 2.005619 2.794116 0.081 -0.398 -0.138 0.10
H -2.028361 1.853952 0.997961 -0.053 -0.609 0.660 0.08
H -2.401577 -0.291277 -0.208988 0.243 0.173 0.362 0.10
```
Forces are in eV/Å.

Spin multiplicity: 1

=====

It is found that the energy values, taken in the order of the records, are -72804.564; -70640.618 eV.